# 1
Entry from the Open Molecules 2025 dataset: a cluster of 3 separate species, C19H38N3O9P in total in a non-equilibrium geometry (ωB97M-V/def2-TZVPD).

```
70
Properties=species:S:1:pos:R:3:forces:R:3
C -3.552991 3.520072 -0.442584 -0.11 -0.32 -0.14
C -2.693383 3.643307 -1.709585 0.17 0.42 0.12
C -1.215274 3.290981 -1.491570 -0.02 0.06 0.20
C -0.883250 1.794064 -1.593353 -0.02 -0.78 0.02
P -0.115943 1.473304 -3.244917 -0.44 0.63 -0.82
N -0.715139 2.376825 -4.348334 0.35 -0.32 0.30
O -0.344261 -0.082959 -3.549645 0.22 0.13 0.10
O 1.477535 1.658571 -2.999193 -0.17 -0.38 0.06
O -2.105192 1.001569 -1.649320 -0.03 -0.05 -0.01
C -2.362518 0.526244 -0.404476 -0.28 0.13 0.03
O -3.240452 -0.231665 -0.138994 0.15 0.44 -0.02
O -1.467821 1.078531 0.453651 0.06 -1.04 0.29
C -0.244031 1.138452 -0.309854 0.57 1.00 -0.59
C 0.801693 2.026567 0.388172 -0.33 0.27 -0.28
C 0.350488 2.810671 1.605934 0.50 -0.02 -0.06
O 0.290287 2.018097 2.809978 -0.32 0.55 0.34
C 1.384985 2.008531 3.569701 0.81 -0.16 -0.21
O 2.517469 2.168189 3.186144 -0.51 0.18 0.06
C 0.350385 -0.228707 -0.632818 0.19 -0.05 0.36
C 0.910808 -1.057599 0.540159 -0.07 -0.53 -0.55
C -0.039529 -1.183875 1.726953 0.19 0.61 -0.18
C 1.161693 -2.475771 -0.007360 -0.39 0.33 0.03
H -2.943303 3.464870 0.459537 0.03 0.07 0.04
H -4.165744 2.617633 -0.466631 0.01 -0.02 0.06
H -4.233498 4.362845 -0.334632 -0.02 0.03 -0.03
H -2.702043 4.685305 -2.033879 -0.03 0.00 -0.06
H -3.111587 3.059903 -2.524859 0.03 0.00 -0.08
H -0.607755 3.838241 -2.211152 0.01 -0.07 -0.08
H -0.929916 3.666726 -0.509651 0.02 -0.05 0.04
H -0.034665 2.985618 -4.783366 -0.26 0.19 -0.13
H 0.491835 -0.560695 -3.605221 -0.14 -0.23 0.18
H 1.902735 1.572821 -3.864900 0.22 0.23 0.12
H 1.688223 1.452773 0.643863 -0.06 -0.09 0.12
H 1.136522 2.766022 -0.344723 0.07 -0.02 0.00
H 1.066689 3.616908 1.770839 0.05 -0.05 0.05
H -0.629700 3.263702 1.497553 -0.15 -0.24 0.02
H 1.147693 1.841376 4.626489 -0.23 -0.27 -0.07
H -0.326419 -0.844707 -1.224740 -0.26 0.07 0.19
H 1.201074 -0.009081 -1.284654 0.02 -0.02 -0.03
H 1.881360 -0.639120 0.810321 -0.10 0.02 0.46
H -0.149938 -0.234315 2.245795 -0.11 -0.01 0.06
H -1.024452 -1.464130 1.351159 -0.06 -0.24 0.19
H 0.353983 -1.906502 2.437210 -0.09 -0.14 -0.03
H 1.975648 -2.493673 -0.734933 0.15 -0.10 0.11
H 1.349268 -3.143531 0.831327 0.36 -0.10 -0.12
H 0.257506 -2.809127 -0.522683 0.27 -0.10 0.21
C -3.033323 -2.151165 -3.350221 0.02 0.04 0.04
C -1.981425 -3.105723 -2.844907 -0.03 0.15 0.10
O -1.225835 -2.809913 -1.928612 -0.22 -0.09 -0.31
N -1.891097 -4.322428 -3.439114 -0.05 0.01 -0.09
C -2.691255 -4.848915 -4.527843 0.22 -0.12 0.17
H -2.973198 -1.233952 -2.773793 0.04 -0.02 0.04
H -2.867791 -1.914999 -4.402167 -0.06 -0.02 -0.02
H -4.029270 -2.579120 -3.229069 -0.02 0.00 -0.07
H -1.169822 -4.909176 -3.050461 -0.01 -0.01 0.01
H -3.211899 -5.753647 -4.209748 -0.08 0.02 -0.05
H -2.054061 -5.100161 -5.377477 -0.07 0.02 -0.06
H -3.426000 -4.118801 -4.847805 -0.01 0.02 0.00
C 4.848826 -0.643461 3.905080 0.00 0.00 -0.02
C 3.525060 -1.365834 3.984864 0.00 0.07 -0.03
O 2.924920 -1.725958 2.987441 0.01 -0.05 -0.02
N 3.012195 -1.599641 5.224188 0.07 0.06 0.01
C 3.576617 -1.243616 6.511164 -0.25 -0.14 -0.08
H 5.112712 -0.534868 2.858258 -0.05 -0.02 -0.03
H 4.774680 0.348216 4.352423 0.03 -0.01 0.02
H 5.631724 -1.210075 4.411207 0.01 0.05 0.04
H 2.128052 -2.082892 5.208109 -0.01 -0.01 0.01
H 3.742432 -2.139029 7.112871 0.08 0.04 0.04
H 2.895169 -0.587170 7.055426 0.07 0.05 0.04
H 4.523510 -0.730938 6.383424 0.01 0.01 -0.01
```
Positions in Å, forces in eV/Å.

Results
Kohn-Sham gap: 0.346 hartree
energy above the lowest of the compared OMol25 structures with the same formula, charge and spin: 0.0 kcal/mol
DFT total energy: -1929.643963 Eh

=====

# 2
Entry from the Open Molecules 2025 dataset: a cluster of 2 separate species, C8H9N2O4 in total in a non-equilibrium geometry (ωB97M-V/def2-TZVPD).

```
23
Properties=species:S:1:pos:R:3:forces:R:3
C 0.067922 0.704719 0.037797 -1.09 -0.10 -1.92
C 1.806994 -0.230981 -1.046419 2.20 0.39 -3.58
C -2.160481 -1.157171 0.139453 -3.87 0.63 -0.22
C -0.949879 -1.520390 0.184080 3.40 -1.87 1.29
C -0.382136 -2.998265 0.362797 0.18 2.55 -0.52
C 0.826211 -0.128885 0.897453 -3.73 -0.35 2.46
C 0.799378 -0.139389 2.402869 0.99 0.03 -0.56
C 0.311652 1.178950 -2.458107 -2.56 1.20 1.66
N 1.908123 -0.589168 0.262962 0.48 1.38 -0.93
N 0.712542 0.566441 -1.205982 0.54 -0.62 -0.27
O -1.181941 -3.784155 -0.075942 -1.29 -1.86 -0.56
O -0.971268 1.349527 0.085459 -0.19 1.20 1.25
O 2.621402 -0.445872 -1.966093 -0.93 -0.35 1.38
O 0.725224 -3.078373 0.870453 1.56 -0.47 0.91
H -2.275398 -0.091955 0.194234 -0.45 0.89 0.06
H -3.145707 -1.757807 0.050239 2.17 0.65 0.02
H -0.133484 0.239652 2.785880 -0.02 1.11 0.08
H 1.790027 0.324201 2.771603 -1.80 -0.54 -0.15
H 0.696385 -1.160633 2.721768 0.72 -0.77 0.15
H 1.166272 1.490662 -2.989302 0.91 -0.54 -1.18
H -0.595788 0.730883 -2.994805 1.84 -0.10 0.51
H -0.114977 2.149084 -2.132075 -0.01 -0.30 -0.07
H 2.205001 -1.466914 0.547321 0.93 -2.17 0.21
```
Positions in Å, forces in eV/Å.

Results
Kohn-Sham gap: 0.275 hartree
charge: -1
energy above the lowest of the compared OMol25 structures with the same formula, charge and spin: 50.3 kcal/mol
DFT total energy: -720.713199 Eh

=====

# 3
Entry from the Open Molecules 2025 dataset: the molecule C4H4N2O2 in a non-equilibrium geometry (ωB97M-V/def2-TZVPD).

```
12
Properties=species:S:1:pos:R:3:forces:R:3
C 0.276757 0.156971 -0.926026 -0.11 -4.43 2.56
C -0.250101 1.345628 -0.609833 -1.91 1.03 1.92
C -0.360521 -0.349913 1.332912 0.40 -1.48 -0.24
C 0.263783 -0.791025 0.198854 1.94 0.73 1.45
H 0.041055 -0.013489 -2.951237 3.12 -1.28 4.13
H -0.099773 2.263621 -1.014618 0.62 2.04 -2.76
H -0.309489 -0.864227 2.289991 0.05 -0.47 -0.22
H 0.865472 -2.337472 1.416334 0.74 2.30 -3.54
N -1.040321 1.631214 0.465526 1.17 -1.74 -0.25
N -1.084782 0.685301 1.362709 -2.99 3.64 1.78
O 0.705977 -0.354309 -2.067090 -1.93 1.61 -5.66
O 1.143891 -1.824941 0.502894 -1.10 -1.95 0.82
```
Positions in Å, forces in eV/Å.

Results
Kohn-Sham gap: 0.331 hartree
energy above the lowest of the compared OMol25 structures with the same formula, charge and spin: 106.4 kcal/mol
DFT total energy: -414.676575 Eh